Molecular formula: C20H25BCoF4N5O2S
Method: DFT, the ωB97M-V functional and the def2-TZVPD basis

XYZ file:
```
59
Properties=species:S:1:pos:R:3:forces:R:3
Co -1.101 0.628 0.295 -0.7 -1.6 1.8
O -0.457 1.177 2.061 0.5 0.1 -0.6
N -1.317 1.463 3.035 -0.2 0.1 0.0
C -0.804 1.824 4.230 0.2 0.1 0.2
C -1.612 2.086 5.298 -0.1 0.0 0.0
C -2.999 1.992 5.132 0.0 0.0 -0.1
C -3.500 1.645 3.905 0.0 0.0 0.1
C -2.642 1.368 2.825 -0.3 -0.1 -0.2
S -3.214 0.906 1.290 0.7 -0.1 -0.7
H 0.273 1.887 4.264 0.0 0.0 -0.1
H -1.173 2.362 6.245 0.0 0.0 0.0
H -3.663 2.195 5.961 0.0 0.0 0.0
H -4.561 1.566 3.720 0.0 0.0 0.0
O -1.901 0.018 -1.267 0.0 1.0 -0.7
C -2.113 -1.131 -1.832 0.2 -0.1 0.4
C -2.548 -1.162 -3.174 -0.1 0.0 -0.1
C -2.803 -2.354 -3.809 0.0 0.1 0.1
C -2.646 -3.570 -3.137 0.0 -0.1 0.0
C -2.205 -3.559 -1.835 0.0 0.0 0.0
C -1.921 -2.359 -1.172 0.0 -0.1 -0.1
C -1.402 -2.339 0.178 0.0 -0.1 0.1
N -1.088 -1.277 0.904 0.3 1.0 -0.3
C -0.593 -1.715 2.109 0.0 0.0 0.2
C -0.615 -3.067 2.128 -0.1 0.0 0.0
N -1.123 -3.447 0.904 0.0 0.0 0.1
H -2.675 -0.208 -3.670 0.0 0.0 0.0
H -3.130 -2.350 -4.842 0.0 0.0 0.0
H -2.866 -4.506 -3.633 0.0 0.0 0.0
H -2.077 -4.507 -1.323 0.0 0.0 0.0
H -0.263 -1.027 2.866 0.0 0.0 0.0
H -0.333 -3.776 2.885 0.0 0.0 0.0
H -1.283 -4.391 0.604 0.0 0.0 0.0
F -1.042 2.443 -0.387 -0.2 -0.5 -0.1
B -0.967 3.937 -0.559 0.1 0.2 0.1
F -1.245 4.181 -1.886 0.0 -0.1 0.1
F -1.900 4.472 0.304 0.1 0.0 0.0
F 0.336 4.278 -0.222 0.0 0.0 0.0
C 2.125 -0.909 -3.139 0.0 0.0 0.1
C 2.372 0.557 -2.779 0.0 -0.2 -0.1
N 2.810 0.762 -1.400 0.0 0.1 -0.1
C 4.226 1.038 -1.175 0.1 -0.2 0.1
C 5.079 -0.222 -1.053 0.0 0.1 0.0
C 1.925 0.674 -0.387 -0.1 0.0 0.3
C 2.401 0.891 1.018 0.0 0.0 -0.1
N 0.677 0.392 -0.576 -0.7 0.1 -0.2
H 1.725 -0.978 -4.150 0.0 0.0 0.0
H 1.411 -1.376 -2.460 0.0 0.0 0.0
H 3.053 -1.480 -3.095 0.0 0.0 0.0
H 1.474 1.152 -2.963 0.0 0.1 0.0
H 3.149 0.957 -3.427 0.0 0.1 0.0
H 4.336 1.649 -0.283 0.0 0.0 0.0
H 4.582 1.635 -2.014 -0.1 0.1 0.0
H 4.706 -0.873 -0.262 0.0 0.0 0.0
H 6.108 0.052 -0.815 0.0 0.0 0.0
H 5.086 -0.783 -1.988 0.0 0.0 0.0
H 2.708 1.930 1.150 0.0 0.0 0.0
H 3.246 0.245 1.257 0.0 0.0 0.0
H 1.578 0.692 1.695 0.1 0.0 0.0
H 0.399 0.310 -1.548 0.1 0.0 0.0
```
Forces are in eV/Å.

The value obtained for the LUMO energy is -0.2 eV. The value obtained for the relative energy (zero: lowest compared OMol25 entry of this formula, charge and spin) is 0.729 eV. As for the spin multiplicity: 1. For the HOMO energy, the calculation gives -7.78 eV. Its net charge is 0.

Molecular formula: C22H28N7S2SbSe4Tc
Method: DFT, the ωB97M-V functional and the def2-TZVPD basis

XYZ file:
```
65
Properties=species:S:1:pos:R:3:forces:R:3
Tc 1.732 -0.141 -0.073 -1.5 0.4 0.6
C -0.232 2.670 -5.272 0.0 0.0 0.1
C -0.642 2.653 -3.806 0.0 -0.1 -0.3
N -0.842 1.286 -3.319 0.0 0.1 -0.1
C -0.088 0.621 -2.462 0.3 -0.1 0.4
S 1.357 1.395 -1.774 0.7 -0.3 0.2
N -0.386 -0.620 -2.162 -0.5 -0.1 -0.4
N 0.393 -1.194 -1.229 0.2 -0.1 0.1
C 0.178 -2.448 -0.942 -0.2 0.1 -0.3
C -0.859 -3.284 -1.610 0.1 0.0 0.0
C 1.038 -2.975 0.103 0.0 0.1 0.1
C 1.015 -4.301 0.522 0.0 0.0 0.0
C 1.871 -4.714 1.525 0.0 0.1 0.0
C 2.755 -3.793 2.080 0.0 -0.1 0.1
C 2.747 -2.502 1.606 -0.1 0.0 0.1
N 1.895 -2.082 0.654 0.5 -0.4 -0.2
H -0.114 3.700 -5.605 0.0 0.0 0.0
H -0.993 2.199 -5.895 0.0 0.0 0.0
H 0.714 2.148 -5.416 0.0 0.0 0.0
H -1.586 3.186 -3.680 0.0 0.0 0.1
H 0.118 3.131 -3.191 -0.1 0.0 0.1
H -1.573 0.754 -3.773 0.0 -0.1 0.1
H -1.388 -2.700 -2.354 0.0 0.0 0.0
H -1.568 -3.668 -0.872 0.0 0.0 0.0
H -0.397 -4.139 -2.107 0.0 0.0 0.0
H 0.327 -4.998 0.064 0.0 0.0 0.0
H 1.856 -5.740 1.869 0.0 0.0 0.0
H 3.438 -4.072 2.870 0.0 0.0 0.0
H 3.436 -1.765 1.997 -0.1 0.0 0.1
Se 6.300 -0.999 -3.730 1.3 -0.3 0.9
Sb 7.305 -2.129 -1.566 0.4 0.4 -1.7
Se 4.006 -0.366 -1.211 -0.5 2.0 -0.4
Se 4.093 -1.273 -3.272 -1.2 -0.6 -1.0
Se 5.362 -1.903 -0.222 0.4 -1.4 1.7
N 0.258 0.285 1.153 0.3 -0.1 0.2
S -1.300 -0.305 1.263 0.0 0.7 -0.3
C -2.252 0.753 0.189 -0.1 -0.2 0.0
C -3.104 0.133 -0.713 0.0 0.0 0.1
C -3.916 0.923 -1.516 0.0 0.0 0.0
C -3.857 2.306 -1.413 0.0 -0.1 0.1
C -2.978 2.911 -0.519 0.1 0.0 0.0
C -2.168 2.136 0.293 0.0 0.0 0.0
C -1.811 0.306 2.867 0.0 -0.2 0.1
C -0.906 0.256 3.922 0.0 0.0 -0.1
C -1.316 0.683 5.176 0.0 0.0 0.0
C -2.619 1.121 5.370 0.0 0.0 0.0
C -3.520 1.131 4.314 0.0 0.0 0.0
C -3.124 0.720 3.050 0.0 0.0 0.0
H 0.369 1.074 1.785 -0.1 0.0 0.0
H -3.148 -0.948 -0.769 0.0 0.0 0.0
H -4.612 0.455 -2.199 0.0 0.0 0.0
H -4.518 2.918 -2.013 0.0 0.0 0.0
H -2.942 3.989 -0.432 0.0 0.0 0.0
H -1.510 2.604 1.015 0.0 0.0 0.0
H 0.098 -0.121 3.773 0.0 0.0 0.0
H -0.621 0.664 6.003 0.0 0.0 0.0
H -2.937 1.452 6.350 0.0 0.0 0.0
H -4.540 1.455 4.469 0.0 0.0 0.0
H -3.829 0.727 2.231 0.0 0.0 0.0
N 3.202 2.310 0.917 0.4 0.2 -0.1
N 3.075 0.968 1.440 -0.1 0.2 -0.6
H 4.007 2.790 1.311 -0.1 0.0 0.2
H 2.377 2.849 1.149 -0.1 -0.1 0.0
H 2.873 0.961 2.441 -0.1 0.0 0.0
H 3.999 0.557 1.347 0.0 0.1 0.2
```
Forces are in eV/Å.

The value obtained for the LUMO energy is -11.0 eV. The value obtained for the relative energy (zero: lowest compared OMol25 entry of this formula, charge and spin) is 0.000 eV. As for the spin multiplicity: 1. For the HOMO energy, the calculation gives -15.54 eV. Its net charge is +3.

Molecular formula: C3H5NO4
Method: DFT, the ωB97M-V functional and the def2-TZVPD basis

XYZ file:
```
13
Properties=species:S:1:pos:R:3:forces:R:3
N 1.656 1.020 1.133 0.2 -0.1 -0.2
C 1.400 0.024 0.242 -0.1 -0.8 0.0
O 2.092 -0.984 0.155 -0.7 1.0 -0.1
C 0.038 0.092 -0.446 -3.0 2.4 2.0
O -0.671 1.380 -0.074 -0.6 -0.3 -2.5
O -0.345 -0.431 -1.638 -0.1 1.2 -2.3
C -0.961 -1.005 -0.520 1.7 -1.8 1.2
O -2.262 -0.819 -0.099 -1.0 -2.5 -1.3
H 1.334 1.980 1.118 -0.4 -0.6 -0.3
H 2.451 0.811 1.701 0.4 0.1 0.2
H -1.425 1.658 -0.768 2.8 -1.5 2.1
H -0.521 -2.015 -0.528 -0.8 0.1 0.9
H -2.786 -1.711 -0.277 1.7 2.8 0.5
```
Forces are in eV/Å.

The value obtained for the LUMO energy is 0.5 eV. As for the SMILES: NC(=O)[C@@]1(O)O[C@@H]1O. The value obtained for the relative energy (zero: lowest compared OMol25 entry of this formula, charge and spin) is 2.646 eV. As for the spin multiplicity: 1. For the HOMO energy, the calculation gives -9.98 eV. Its net charge is 0.

Molecular formula: C16H40Cl2N4O6
Method: DFT, the ωB97M-V functional and the def2-TZVPD basis

XYZ file:
```
68
Properties=species:S:1:pos:R:3:forces:R:3
C -2.804 3.685 -2.465 0.3 1.4 -1.6
C -3.980 4.574 -2.075 -0.7 -2.1 0.6
N -3.769 5.907 -2.171 -0.1 -0.1 0.0
O -5.066 4.127 -1.735 0.3 0.3 -0.2
H -1.965 3.724 -1.777 -0.1 0.1 0.1
H -2.522 4.194 -3.402 0.7 -0.1 0.2
H -2.942 2.673 -2.835 -0.8 -0.2 0.8
H -4.574 6.444 -1.893 0.3 0.4 0.1
H -2.838 6.269 -2.245 -0.1 0.3 0.0
C 0.881 -4.028 0.581 0.7 0.5 -1.3
C 0.129 -2.978 1.360 -0.5 -0.5 -0.5
N 0.847 -2.170 2.160 -0.2 0.3 0.3
O -1.086 -2.854 1.230 0.2 -0.1 0.3
H 1.907 -3.715 0.360 0.1 -0.1 0.6
H 0.469 -4.040 -0.431 -0.4 -0.2 0.2
H 0.879 -5.044 0.967 -0.2 0.1 0.4
H 1.832 -2.039 2.024 0.1 -0.2 0.0
H 0.310 -1.459 2.645 0.2 0.2 0.0
C -1.337 -6.016 -1.612 -0.1 0.5 0.4
C -1.331 -4.859 -2.593 0.2 0.7 -0.4
N -2.352 -4.790 -3.482 -0.3 -0.9 0.4
O -0.469 -3.989 -2.599 0.2 -0.7 0.2
H -0.323 -6.392 -1.504 0.0 0.0 0.0
H -2.023 -6.837 -1.810 0.0 0.1 -0.4
H -1.641 -5.586 -0.654 0.2 0.0 0.1
H -2.340 -4.108 -4.215 -0.1 0.3 0.2
H -3.176 -5.331 -3.286 0.0 0.0 -0.4
C -2.247 1.537 2.889 -0.2 -0.4 -0.2
C -1.382 0.807 3.908 -0.3 -0.5 -0.3
N -1.740 0.999 5.197 -0.4 0.6 0.1
O -0.471 0.052 3.619 0.1 0.1 -0.2
H -2.322 0.968 1.963 0.3 -0.1 0.1
H -1.831 2.504 2.606 -0.3 -0.2 0.3
H -3.275 1.642 3.235 0.1 0.2 0.2
H -2.530 1.587 5.393 0.0 -0.1 0.2
H -1.334 0.467 5.944 0.2 -0.1 -0.1
C 0.314 3.834 1.923 -0.4 -0.6 0.2
C 1.623 3.731 2.726 -0.9 0.5 0.2
C 1.630 2.483 3.588 -0.3 -0.1 0.3
O 2.761 3.717 1.880 0.2 0.0 -0.1
H -0.064 4.837 1.721 0.6 0.2 -0.3
H -0.526 3.399 2.475 0.6 0.1 0.1
H 0.405 3.229 1.021 0.0 0.2 -0.2
H 1.627 4.632 3.352 0.4 -0.2 0.3
H 1.614 1.572 2.987 0.1 0.1 -0.1
H 0.723 2.454 4.197 0.0 0.1 -0.1
H 2.460 2.438 4.292 0.2 0.1 -0.2
H 3.055 4.617 1.728 0.0 0.0 -0.1
C 3.576 0.184 -1.752 0.0 0.1 -0.5
C 3.332 -1.306 -1.946 1.5 -0.2 0.5
C 4.307 -1.927 -2.937 -0.5 0.7 -0.7
O 3.561 -1.974 -0.695 -1.1 0.1 0.6
H 3.013 0.673 -0.957 -0.4 -0.3 -0.1
H 3.325 0.638 -2.716 0.1 0.4 0.2
H 4.618 0.398 -1.503 0.1 -0.2 -0.2
H 2.322 -1.481 -2.321 -0.2 -0.2 0.5
H 5.332 -1.666 -2.669 0.1 -0.3 0.1
H 4.141 -1.515 -3.938 0.0 0.0 0.0
H 4.125 -2.998 -3.006 0.2 -0.1 0.1
H 4.355 -2.508 -0.695 0.1 0.0 -0.4
Cl -1.047 1.495 -0.650 0.3 0.2 0.2
C -0.487 -0.201 -0.549 -0.2 0.1 0.2
C -0.543 -0.814 -1.942 -0.9 -0.4 1.1
Cl -2.270 -0.883 -2.501 0.4 0.1 0.0
H -1.118 -0.657 0.212 -0.3 -0.4 -0.5
H 0.501 -0.244 -0.085 0.2 0.3 -0.5
H -0.259 -1.862 -1.873 0.3 0.1 -0.3
H 0.008 -0.222 -2.663 0.1 -0.1 -0.1
```
Forces are in eV/Å.

The value obtained for the LUMO energy is 0.7 eV. As for the SMILES: CC(N)=O.CC(N)=O.CC(N)=O.CC(N)=O.CC(C)O.CC(C)O.ClCCCl. As for the spin multiplicity: 1. For the HOMO energy, the calculation gives -9.15 eV. Its net charge is 0.

Molecular formula: C4H5AuO2
Method: DFT, the ωB97M-V functional and the def2-TZVPD basis

XYZ file:
```
12
Properties=species:S:1:pos:R:3:forces:R:3
O 2.611 -1.028 -0.329 -0.1 1.0 -0.2
C 1.331 -1.057 0.293 0.6 0.2 0.3
H 1.405 -0.765 1.359 0.0 -0.1 -0.3
H 1.032 -2.124 0.277 -0.2 0.5 -0.1
C 0.350 -0.142 -0.421 -1.8 -2.9 0.2
C -0.965 -0.086 0.325 1.6 1.0 0.4
C -2.129 -0.458 -0.166 -2.8 -0.4 -1.8
O -3.162 -0.746 -0.649 2.3 0.5 1.2
Au 0.602 1.924 -0.569 -0.1 1.1 0.0
H 0.160 -0.531 -1.439 0.3 0.3 0.2
H -1.012 0.300 1.353 0.1 -0.4 -0.2
H 2.755 -0.094 -0.600 0.1 -0.9 0.3
```
Forces are in eV/Å.

The value obtained for the LUMO energy (spin up / spin down) is 0.1 / -2.9 eV. As for the spin multiplicity: 3. For the HOMO energy (spin up / spin down), the calculation gives -6.44 / -9.95 eV. Its net charge is 0.

Molecular formula: C4H4O
Method: DFT, the ωB97M-V functional and the def2-TZVPD basis

XYZ file:
```
9
Properties=species:S:1:pos:R:3:forces:R:3
C 1.137 0.556 -0.634 -0.4 -0.6 1.3
C 1.143 -0.228 0.433 -0.3 1.1 -0.9
C -2.637 -0.338 -0.283 -0.4 1.6 0.8
C 0.038 0.710 0.307 -0.2 -0.8 -0.6
O -3.556 0.334 0.064 1.0 -0.9 -0.5
H 1.604 0.896 -1.526 0.2 0.1 -0.4
H 1.628 -0.979 1.010 0.2 -0.3 0.2
H -2.730 -1.308 -0.802 -0.1 -0.4 -0.2
H -0.276 1.540 0.909 -0.1 0.3 0.3
```
Forces are in eV/Å.

The value obtained for the LUMO energy (spin up / spin down) is 1.1 / 0.7 eV. The value obtained for the relative energy (zero: lowest compared OMol25 entry of this formula, charge and spin) is 5.868 eV. As for the spin multiplicity: 1. For the HOMO energy (spin up / spin down), the calculation gives -7.75 / -6.72 eV. Its net charge is 0.